53
Properties=species:S:1:pos:R:3 method="wB97M-V/def2-TZVPD" homo_lumo_gap_ev="7.13 / 6.36" energy_ha=-4134.7794 e_above_lowest_ev=0.000 spin_multiplicity=6 homo_energy_ev="-7.79 / -7.82"
Fe 0.69032 0.17343 -1.02567
C 2.05591 -2.30216 -2.72964
C 2.72450 -0.99644 -3.03334
C 3.77101 -0.95010 -3.97946
C 4.38621 0.23265 -4.25292
C 3.98052 1.40911 -3.58737
C 4.58739 2.66212 -3.82588
C 4.15145 3.76251 -3.14648
C 3.10140 3.65686 -2.21674
C 2.48270 2.45647 -1.95861
S 1.17734 2.36711 -0.78596
C 2.93033 1.29986 -2.65412
N 2.32671 0.09401 -2.40095
H 2.53766 -3.11035 -3.27473
H 1.00423 -2.27520 -3.01902
H 2.09848 -2.51254 -1.66151
H 4.06501 -1.86449 -4.47459
H 5.18934 0.28638 -4.97808
H 5.39132 2.72745 -4.54778
H 4.60803 4.72789 -3.31936
H 2.76621 4.53882 -1.68678
S -6.26658 1.59118 -1.70475
C -4.75212 0.97498 -1.47197
S -3.70666 0.68893 -2.84490
C -2.48677 0.06214 -1.78545
N -2.80964 0.07507 -0.54773
N -4.06981 0.59123 -0.35439
C -4.48704 0.61953 1.01920
C -3.65517 0.01613 1.96447
C -4.01839 0.01465 3.29931
C -5.20145 0.60886 3.71473
C -6.01455 1.21364 2.77283
C -5.66862 1.22715 1.42811
S -0.98752 -0.57022 -2.39985
H -2.73148 -0.44412 1.65157
H -3.36399 -0.45915 4.02014
H -5.48190 0.60156 4.75968
H -6.93883 1.68824 3.07547
H -6.31138 1.70794 0.71254
O -0.03785 0.03217 0.91067
C 0.80947 -0.87609 1.14517
O 1.59230 -1.21860 0.19708
C 0.88975 -1.52176 2.47160
C -0.04316 -1.19238 3.44977
C 0.01752 -1.80804 4.68874
C 1.00886 -2.74574 4.94828
C 1.94354 -3.06857 3.97334
C 1.88445 -2.45813 2.73134
H -0.80319 -0.45593 3.22461
H -0.70611 -1.55810 5.45327
H 1.05286 -3.22824 5.91622
H 2.71594 -3.79668 4.18259
H 2.60147 -2.69505 1.95729